1.
The following is a DFT calculation (ωB97M-V/def2-TZVPD) of a cluster of 2 separate species, C7H16O in total in a non-equilibrium geometry.

```
! wB97M-V def2-TZVPD RIJCOSX def2/J DEFGRID3
* xyz 0 1
C 1.509 1.318 0.772
C 0.813 2.374 0.372
O -0.289 2.728 1.127
C 1.058 3.101 -0.891
H 2.370 1.002 0.258
H 1.304 0.784 1.735
H -0.665 3.448 0.686
H 2.034 2.717 -1.295
H 0.243 2.882 -1.616
H 1.160 4.155 -0.760
C -0.180 -3.021 -1.505
C -0.529 -2.493 -0.067
C -0.803 -0.997 -0.031
C -1.263 -0.470 1.356
H -1.045 -2.903 -2.129
H 0.203 -4.024 -1.294
H 0.653 -2.406 -1.871
H 0.389 -2.742 0.454
H -1.322 -3.100 0.374
H -1.692 -0.838 -0.672
H 0.005 -0.338 -0.385
H -2.113 -1.056 1.729
H -1.318 0.599 1.541
H -0.522 -0.718 2.111
*
```

Calculated values
HOMO level	-8.868	eV
molecular weight	116.20	g mol⁻¹
SMILES	C=C(C)O.CCCC
DFT total energy	-351.49880	Eh
energy above the lowest of the compared OMol25 structures with the same formula, charge and spin	1.501	eV

Mulliken atomic charge list, values in e, 8 entries: -1.117, 1.023, -0.483, -1.391, 0.299, 0.290, 0.285, 0.300

***

2.
The following is a DFT calculation (ωB97M-V/def2-TZVPD) of a cluster of 2 separate species, C2H8N3O2 in total in a non-equilibrium geometry.

```
! wB97M-V def2-TZVPD RIJCOSX def2/J DEFGRID3
* xyz -1 1
N 0.194 -2.240 2.233
C 0.216 -1.257 1.221
N -0.958 -0.647 0.967
O 1.237 -1.177 0.518
H -0.250 -2.099 3.123
H 0.853 -2.993 2.195
H -0.602 0.030 -0.521
H -1.686 -0.988 1.577
N 0.321 2.727 -1.330
C -0.492 1.721 -2.004
O -0.360 0.478 -1.416
H 0.724 2.295 -0.508
H 1.092 3.020 -1.917
H -1.559 2.008 -1.990
H -0.146 1.563 -3.030
*
```

Calculated values
HOMO level	-3.685	eV
molecular weight	106.10	g mol⁻¹
DFT total energy	-395.77719	Eh
energy above the lowest of the compared OMol25 structures with the same formula, charge and spin	1.891	eV

Mulliken atomic charge list, values in e, 8 entries: -0.450, 0.514, -0.782, -0.720, 0.169, 0.167, 0.505, 0.109

***

3.
The following is a DFT calculation (ωB97M-V/def2-TZVPD) of a cluster of 2 separate species, C3H9O in total in a non-equilibrium geometry.

```
! wB97M-V def2-TZVPD RIJCOSX def2/J DEFGRID3
* xyz -1 1
C -0.004 3.244 -0.259
H 0.297 3.773 -1.156
H -1.039 3.137 0.042
H 0.693 3.787 0.428
H 0.480 2.200 -0.402
C -0.396 -1.363 -0.144
O 0.440 -0.353 -0.458
C 0.258 -2.730 0.513
H -0.759 -1.620 -1.246
H -1.256 -0.934 0.562
H -0.555 -3.444 0.829
H 0.848 -2.489 1.468
H 0.992 -3.205 -0.177
*
```

Calculated values
HOMO level	-1.935	eV
molecular weight	61.10	g mol⁻¹
DFT total energy	-194.87385	Eh
energy above the lowest of the compared OMol25 structures with the same formula, charge and spin	1.108	eV

Mulliken atomic charge list, values in e, 8 entries: -0.840, 0.248, 0.171, 0.229, 0.192, -0.339, -0.803, -0.910

***

4.
The following is a DFT calculation (ωB97M-V/def2-TZVPD) of a cluster of 2 separate species, C5H11N5 in total in a non-equilibrium geometry.

```
! wB97M-V def2-TZVPD RIJCOSX def2/J DEFGRID3
* xyz 2 1
C 0.873 2.381 -0.307
C 1.900 1.410 -0.134
C -0.508 2.261 -0.232
C -2.503 1.094 -0.186
C -4.599 -0.191 0.088
N -1.266 1.066 -0.121
N -3.248 0.035 0.187
N -5.187 -1.218 0.598
N 5.381 -1.145 0.580
N 2.710 0.592 -0.039
H 1.280 3.384 -0.436
H 5.018 -2.029 0.935
H -1.147 3.069 -0.398
H -3.162 1.872 -0.600
H -5.099 0.576 -0.452
H -2.817 -0.688 0.772
H -4.611 -1.907 1.099
H -6.067 -1.571 0.087
H 5.492 -0.677 1.474
H 4.496 -0.878 0.094
H 6.364 -1.440 0.237
*
```

Calculated values
HOMO level	-15.382	eV
molecular weight	141.18	g mol⁻¹
DFT total energy	-470.26778	Eh
energy above the lowest of the compared OMol25 structures with the same formula, charge and spin	0.450	eV

Mulliken atomic charge list, values in e, 8 entries: -0.576, 0.387, -0.081, 0.153, 0.170, -0.466, -0.140, -0.288

***

- Look up the HOMO level of the second one.
  -3.685 eV

***

- What is the formula in the first record?
  C7H16O

***

Please write out number 1 again, unchanged.
The following is a DFT calculation (ωB97M-V/def2-TZVPD) of a cluster of 2 separate species, C7H16O in total in a non-equilibrium geometry.

```
! wB97M-V def2-TZVPD RIJCOSX def2/J DEFGRID3
* xyz 0 1
C 1.509 1.318 0.772
C 0.813 2.374 0.372
O -0.289 2.728 1.127
C 1.058 3.101 -0.891
H 2.370 1.002 0.258
H 1.304 0.784 1.735
H -0.665 3.448 0.686
H 2.034 2.717 -1.295
H 0.243 2.882 -1.616
H 1.160 4.155 -0.760
C -0.180 -3.021 -1.505
C -0.529 -2.493 -0.067
C -0.803 -0.997 -0.031
C -1.263 -0.470 1.356
H -1.045 -2.903 -2.129
H 0.203 -4.024 -1.294
H 0.653 -2.406 -1.871
H 0.389 -2.742 0.454
H -1.322 -3.100 0.374
H -1.692 -0.838 -0.672
H 0.005 -0.338 -0.385
H -2.113 -1.056 1.729
H -1.318 0.599 1.541
H -0.522 -0.718 2.111
*
```

Calculated values
HOMO level	-8.868	eV
molecular weight	116.20	g mol⁻¹
SMILES	C=C(C)O.CCCC
DFT total energy	-351.49880	Eh
energy above the lowest of the compared OMol25 structures with the same formula, charge and spin	1.501	eV

Mulliken atomic charge list, values in e, 8 entries: -1.117, 1.023, -0.483, -1.391, 0.299, 0.290, 0.285, 0.300